Density functional theory data (ωB97M-V/def2-TZVPD) for a cluster of 5 separate species, C32H35N5O9Si in total.

## Properties
* HOMO: -9.29 eV
* HOMO-LUMO gap: 8.3 eV
* lowest unoccupied orbital energy: -0.9513 eV
* SMILES: C#C[SiH2]CCN(CC)C(C)=O.O=[N+]([O-])c1ccccc1.O=[N+]([O-])c1ccccc1.O=[N+]([O-])c1ccccc1.O=[N+]([O-])c1ccccc1
* energy above the lowest of the compared OMol25 structures with the same formula, charge and spin: 4.7 kcal/mol

Geometry as XYZ:
```
82
C32H35N5O9Si ωB97M-V/def2-TZVPD
Si 2.63715 4.39351 0.31304
O 1.05704 0.58891 -3.85638
O -1.15079 1.60878 1.60254
O 0.59312 2.68047 -4.01846
O 6.57820 2.23172 4.75965
O 2.22314 -4.12666 5.92663
O 7.36278 0.94551 6.29431
O -7.18568 -0.34190 -5.85673
O -5.10449 -0.51174 -6.37455
O 1.47891 -5.85779 6.96153
N -0.60483 3.27284 0.15750
N 6.53194 1.24038 5.45915
N 0.44250 1.51790 -4.34165
N -6.01086 -0.41320 -5.56883
N 1.74372 -5.24456 5.95102
C -5.64383 -0.34960 -4.14695
C -0.70145 1.90580 0.52079
C 4.20161 3.51741 0.81633
C 4.22198 -1.65381 5.90287
C -6.64362 -0.25668 -3.19537
C -0.57270 1.21503 -5.35461
C -2.24901 1.95982 -6.87833
C -0.27540 0.78128 -0.40812
C -2.74977 4.02387 1.27065
C 5.17779 2.88608 1.14336
C 1.70830 3.20282 -0.80948
C 3.25489 -1.36975 4.94651
C -3.95817 -0.27740 -2.46196
C -6.28736 -0.17329 -1.85850
C -1.78635 -0.39070 -6.63081
C -4.94750 -0.18019 -1.49185
C -2.50647 0.63993 -7.22220
C 1.80307 -5.23532 3.49207
C 0.98865 -7.12650 2.25221
C -1.94431 3.86743 -0.02677
C 1.47149 -5.89539 4.66208
C 1.55887 -5.86052 2.28008
C -0.80748 -0.10687 -5.69383
C 0.23025 3.54701 -1.01640
C -4.30400 -0.36480 -3.80084
C 5.30223 -0.80155 6.07073
C 3.36754 -0.23409 4.15396
C 4.44301 0.62496 4.31688
C 5.39439 0.32774 5.27565
C -1.27761 2.25529 -5.93411
C 0.65739 -7.77088 3.43702
C 0.89984 -7.15496 4.65425
H 1.86711 2.19430 -0.42684
H 5.84522 2.07087 1.30112
H -3.63692 3.38850 1.25302
H 2.19362 3.23635 -1.78783
H 0.80343 -7.61345 1.30384
H -0.13984 1.06289 -1.44866
H -2.17412 3.71875 2.13787
H 4.13172 -2.53672 6.51915
H -1.80507 4.85543 -0.46194
H 0.64659 -7.65147 5.57902
H 3.05899 5.60769 -0.41841
H -3.27345 0.40956 -7.94714
H 0.65997 0.37023 -0.02982
H 1.81662 -5.36035 1.35686
H -3.53835 -0.43637 -4.55961
H -2.81385 2.75991 -7.33613
H -7.68345 -0.24685 -3.48637
H 1.89775 4.77944 1.52479
H 4.52626 1.51120 3.70376
H 0.17065 4.60548 -1.27556
H -1.99614 -1.41794 -6.89544
H 2.24848 -4.25180 3.51927
H -7.05617 -0.09879 -1.10211
H 6.05773 -1.01633 6.81161
H -4.67342 -0.10734 -0.44743
H -3.09715 5.04741 1.39816
H -1.08214 3.27919 -5.65193
H 0.21193 -8.75566 3.41325
H 2.61340 -0.01322 3.41052
H -0.13883 3.02127 -1.90479
H -2.49750 3.29189 -0.78237
H -1.00881 -0.02099 -0.36592
H 2.41134 -2.03288 4.82405
H -2.91495 -0.28206 -2.17562
H -0.24878 -0.90447 -5.22653
```

---

Density functional theory data (ωB97M-V/def2-TZVPD) for a structure of composition C32H36Cl3KN5O9P2 at a distorted geometry.

## Properties
* HOMO: -5.73 eV
* HOMO-LUMO gap: 7.0 eV
* total charge: -1
* lowest unoccupied orbital energy: 1.3184 eV
* energy above the lowest of the compared OMol25 structures with the same formula, charge and spin: 23.6 kcal/mol

Geometry as XYZ:
```
88
C32H36Cl3KN5O9P2 ωB97M-V/def2-TZVPD
K 0.17406 0.63022 -0.11289
Cl -2.02674 3.01354 -3.83484
Cl -1.24667 5.09749 -2.01223
Cl 0.65654 4.07055 -3.91876
P -2.82666 0.11678 1.23779
P -1.68494 -1.76517 -1.05238
O 1.12684 0.59660 8.13786
O -0.08339 1.39932 -2.32198
O -1.00997 -2.68245 3.40450
O 1.05511 0.44213 1.92015
O 2.91040 3.01898 4.56227
O 2.91775 2.26759 2.55121
O -0.20225 -1.06757 7.81334
O -0.78982 -1.30413 1.76166
O 0.10360 2.92956 -0.70241
N 2.54428 2.21825 3.70648
N -5.29987 -0.93387 0.62983
N -4.29381 -2.68246 -1.30287
N 0.52294 -0.17174 7.40329
N -0.56554 -1.63630 2.92202
C 3.31317 0.12004 -0.05126
C 3.15912 -1.13560 -2.09453
C -1.29247 -3.45876 -0.42994
C -1.59583 -2.01258 -2.93081
C -6.13353 -1.74902 -0.06219
C -5.61873 -2.65436 -1.01754
C 0.67689 -0.01947 5.98361
C -4.87667 2.18899 1.44067
C -2.17804 -0.74503 -3.56242
C 0.13223 -0.71977 3.76369
C -8.35643 -2.54973 -0.50173
C -6.49844 -3.53485 -1.68511
C -4.02686 -0.94969 0.31980
C -0.69871 3.64907 -2.85333
C -3.49856 1.85449 0.87057
C -0.17045 2.53790 -1.83999
C 2.96249 0.04231 -2.80086
C -7.83990 -3.47834 -1.42912
C -0.09383 -2.07146 -3.22794
C -2.28038 -3.24091 -3.53152
C 3.32358 -1.09825 -0.71584
C 1.63729 1.16236 4.12528
C 0.94584 0.32438 3.14170
C 3.10917 1.29860 -0.75665
C -3.51920 1.98748 -0.65437
C -2.44404 2.78658 1.47624
C -3.49174 -0.18952 2.93137
C 0.02944 -0.89331 5.11937
C 1.47553 1.00109 5.47656
C -3.50828 -1.83098 -0.69316
C -7.52432 -1.70358 0.17650
C 2.92700 1.25764 -2.13138
H -3.33049 -1.23835 3.18043
H -2.21538 2.50737 2.51007
H -2.95783 0.42692 3.65646
H -3.22207 -0.59685 -3.26907
H -0.25077 -3.68487 -0.65991
H 1.99031 1.66868 6.15008
H -1.51913 2.75596 0.89967
H 3.09846 2.23963 -0.22173
H 3.47418 0.16493 1.01599
H -8.51643 -4.14981 -1.94263
H -3.35966 -3.14434 -3.49151
H 3.48004 -2.01674 -0.16270
H -4.84761 2.27941 2.52804
H -5.61484 1.43863 1.16803
H -3.63220 3.03509 -0.94659
H -1.97798 -3.33187 -4.58083
H -2.80674 3.81825 1.48034
H -2.59162 1.61499 -1.09933
H -4.35072 1.42330 -1.08404
H -1.41490 -3.45838 0.65264
H -1.99955 -4.16442 -3.02387
H -2.14356 -0.81792 -4.65406
H -4.55785 0.02277 2.96971
H -1.60225 0.12902 -3.26429
H 0.42359 -1.23481 -2.75493
H -5.19987 3.15334 1.03308
H 0.35052 -3.00711 -2.87957
H 2.82912 0.01281 -3.87522
H -6.07795 -4.23061 -2.39982
H 0.07549 -1.99724 -4.30619
H -9.42473 -2.51363 -0.32904
H 3.18888 -2.08264 -2.62030
H -1.95448 -4.20454 -0.86776
H -0.55937 -1.70938 5.51003
H -7.90323 -0.98141 0.88812
H 2.75890 2.17058 -2.68820
```

---

Density functional theory data (ωB97M-V/def2-TZVPD) for a structure of composition C32H36N8O2Sr.

## Properties
* HOMO: -7.02 eV
* HOMO-LUMO gap: 7.3 eV
* lowest unoccupied orbital energy: 0.3115 eV
* energy above the lowest of the compared OMol25 structures with the same formula, charge and spin: 0.7 kcal/mol

Geometry as XYZ:
```
79
C32H36N8O2Sr ωB97M-V/def2-TZVPD
Sr -0.20114 0.35475 -0.89818
O -1.05279 0.56890 1.33119
O 2.18866 0.46081 -0.84240
N 0.02764 -4.39043 -0.03270
N 0.58575 -5.02803 2.18130
N -0.96235 1.46425 -3.27573
N -0.03157 -5.34899 3.34574
N 0.51740 2.83203 -0.78480
N -2.86651 0.50469 -0.95270
N 0.58941 -4.80987 4.31782
N -0.08003 -2.36940 -0.88193
C 2.86678 2.63403 -0.10786
C -2.72070 2.65442 3.74994
C 4.39729 0.75465 -0.09787
C 1.64125 -4.07253 3.81310
C -0.43715 -3.12165 0.13816
C 3.91013 3.42437 0.40988
C -1.81007 0.51331 -4.02706
C 0.31017 1.66739 -3.97755
C -3.56408 0.05036 -2.15988
C -0.96394 3.89761 -2.44188
C -1.69205 2.73631 -3.10674
C -0.59612 3.74611 -0.96828
C 0.62182 -3.18108 -1.74611
C 1.64496 -4.20148 2.42601
C 3.08987 1.24413 -0.37580
C 5.38605 1.55871 0.41067
C 2.55142 -3.50690 1.61284
C -1.19005 -2.67374 1.33905
C -3.21768 1.57970 1.22839
C -4.18283 2.36103 1.89461
C -3.95359 2.90758 3.13250
C 2.57216 -3.25592 4.46574
C 3.44781 -2.69872 2.26874
C 0.69738 -4.43490 -1.23879
C -1.96331 1.30289 1.86296
C 1.61606 3.31992 -0.34604
C 0.00496 -5.46149 0.93553
C -2.59341 -0.50057 -3.19426
C -3.59823 1.07754 -0.06974
C 3.46667 -2.57715 3.67564
C 5.15785 2.91475 0.67670
C -1.76270 1.87924 3.14736
H 0.80795 0.70467 -4.10350
H -1.64425 4.75006 -2.52753
H -1.00603 -5.79137 1.17027
H 0.56384 -6.29265 0.50479
H 6.36407 1.13319 0.60746
H 2.56231 -3.15828 5.54222
H 3.70527 4.47282 0.60229
H -4.16286 0.86014 -2.59837
H -0.35262 4.73728 -0.56185
H -4.70377 3.51176 3.62350
H -1.98557 -3.37679 1.59267
H -1.90606 -1.18982 -2.68934
H 1.04519 -2.80702 -2.66307
H -4.66270 1.23940 -0.29867
H 1.16437 -5.33575 -1.59653
H -1.61672 -1.68812 1.16310
H -2.50878 1.07305 -4.66516
H -2.01992 3.08078 -4.10113
H -1.16439 -0.05056 -4.70309
H -0.52754 -2.59060 2.20282
H -2.51919 3.07518 4.72867
H 5.94301 3.54095 1.07703
H -5.13228 2.53402 1.39736
H 4.19481 -1.91853 4.12907
H -1.46000 3.37133 -0.40526
H -0.06833 4.17255 -3.00477
H 1.65093 4.39579 -0.12004
H -4.26336 -0.74578 -1.88424
H 0.97251 2.29931 -3.38999
H -0.81523 1.68195 3.63216
H 2.53731 -3.57374 0.53373
H 4.58017 -0.29242 -0.30806
H 0.16807 2.11088 -4.97376
H -3.15286 -1.11030 -3.90918
H 4.15353 -2.11949 1.68769
H -2.59201 2.51950 -2.52888
```